# 1
DFT (ωB97M-V with the def2-TZVPD basis set) results for a structure of composition C25H59N2O8PdS7.

Geometry as XYZ:
```
102
Properties=species:S:1:pos:R:3:lowdin_charge:R:1
Pd 0.596 0.498 -0.436 1.0973
C -0.193 -2.998 -1.227 -0.1061
C -0.711 -2.541 0.097 -0.5573
C -0.322 -3.734 1.038 -0.0599
O -0.115 -1.369 0.598 -0.3371
H -0.760 -3.802 -1.696 0.0842
H 0.822 -3.393 -1.243 0.0586
H -0.188 -2.162 -1.926 0.0346
H -1.783 -2.452 -0.077 0.0985
H -0.897 -4.578 0.658 0.0733
H -0.686 -3.541 2.047 0.0549
H 0.721 -4.049 1.041 0.0745
C 3.071 -2.212 -3.285 -0.2046
S 3.442 -1.081 -1.850 0.9104
O 2.076 -0.587 -1.410 -0.6497
C 3.995 -2.438 -0.702 -0.2018
H 3.939 -2.834 -3.505 0.0581
H 2.776 -1.627 -4.156 0.0387
H 2.222 -2.824 -2.983 0.0410
H 3.934 -2.127 0.341 0.0374
H 4.903 -2.914 -1.071 0.0594
H 3.290 -3.268 -0.660 0.0510
C 4.328 2.337 -1.702 -0.2438
S 3.894 2.284 0.070 0.8767
O 2.739 1.293 0.197 -0.6570
C 5.410 1.422 0.819 -0.1991
H 3.591 2.859 -2.312 0.0495
H 4.304 1.335 -2.131 -0.0041
H 5.347 2.705 -1.823 0.0593
H 6.334 1.999 0.770 0.0499
H 5.610 0.522 0.237 0.0472
H 5.324 1.272 1.895 0.0455
C -0.742 1.964 3.803 -0.2142
S 0.757 1.464 2.879 0.8915
O 0.589 1.771 1.403 -0.6399
C 2.020 2.592 3.561 -0.2026
H -1.009 2.972 3.484 0.0517
H -0.581 1.983 4.881 0.0657
H -1.582 1.292 3.633 0.0283
H 1.911 2.643 4.645 0.0608
H 1.688 3.522 3.099 0.0446
H 3.043 2.277 3.353 0.0469
C -3.699 1.994 -1.383 -0.2098
S -3.045 1.194 0.194 0.9029
O -1.509 1.133 0.002 -0.6701
C -3.376 2.656 1.340 -0.1985
H -4.779 1.991 -1.231 0.0505
H -3.390 1.449 -2.275 0.0288
H -3.395 3.040 -1.386 0.0369
H -2.947 3.554 0.895 0.0427
H -3.045 2.524 2.371 0.0265
H -4.460 2.716 1.435 0.0554
C -3.624 -1.546 -1.943 -0.2891
S -5.172 -0.948 -2.669 0.8360
O -4.901 -0.591 -4.118 -0.5543
C -5.908 -2.641 -2.629 -0.2545
H -3.003 -0.652 -2.011 -0.0080
H -3.103 -2.347 -2.468 0.0636
H -3.781 -1.752 -0.884 0.0512
H -6.831 -2.472 -3.184 0.0394
H -6.248 -2.944 -1.638 0.0545
H -5.385 -3.475 -3.097 0.0618
C -0.777 -1.228 -4.747 -0.2179
S -0.845 0.403 -3.953 0.8965
O -0.460 0.063 -2.506 -0.6352
C 0.642 1.249 -4.582 -0.2218
H 0.021 -1.846 -4.338 0.0468
H -0.731 -1.061 -5.824 0.0609
H -1.647 -1.815 -4.451 0.0482
H 1.493 0.596 -4.390 0.0495
H 0.721 2.269 -4.207 0.0264
H 0.517 1.396 -5.655 0.0561
C 0.915 4.552 -0.101 -0.2186
S -0.311 3.614 -1.080 0.9067
O 0.397 2.337 -1.452 -0.6577
C -0.238 4.519 -2.752 -0.1798
H 0.870 4.246 0.945 0.0286
H 0.650 5.601 -0.232 0.0557
H 1.925 4.373 -0.472 0.0384
H -0.814 5.428 -2.579 0.0496
H -0.754 3.837 -3.428 0.0377
H 0.805 4.673 -3.031 0.0576
N 1.939 -1.796 2.837 0.0172
C 2.071 -2.791 3.750 -0.1492
C 3.310 -2.708 4.267 -0.1319
C 3.998 -1.722 3.560 -0.1101
C 3.076 -1.063 2.723 -0.1581
H 1.131 -1.664 2.246 0.0859
H 1.223 -3.414 3.994 0.1102
H 3.683 -3.503 4.896 0.0982
H 5.057 -1.518 3.621 0.0832
H 3.148 -0.237 2.031 0.0686
N -2.589 -1.228 2.987 0.0526
C -2.240 -1.458 4.288 -0.1307
C -3.297 -1.074 5.063 -0.1655
C -4.296 -0.544 4.351 -0.1058
C -3.818 -0.610 3.048 -0.1663
H -2.053 -1.331 2.138 0.1130
H -1.285 -1.938 4.443 0.1067
H -3.402 -1.388 6.091 0.1049
H -5.263 -0.234 4.719 0.1054
H -4.274 -0.338 2.108 0.0664
```

Properties
- Multiplicity: 3
- Expectation value of S²: 2.004
- HOMO (spin up / spin down): -9.63 / -9.63 eV
- Strongest force on any atom: 4.916 eV Å⁻¹
- LUMO level (spin up / spin down): -1.9 / -2.3 eV
- Charge: +1
- DFT total energy: -125553.2583 eV



# 2
DFT (ωB97M-V with the def2-TZVPD basis set) results for a structure of composition C14H18Cl33GaN3O.

Geometry as XYZ:
```
70
Properties=species:S:1:pos:R:3:nbo_charge:R:1
C 0.920 -3.498 2.583 -0.6234
C 0.382 -3.853 1.222 -0.0358
O 1.320 -3.841 0.212 -0.9514
Ga 1.855 -2.143 -0.413 1.5730
Cl 3.156 -2.587 -2.272 -0.6408
C 3.106 -1.151 0.880 -0.9423
C 4.394 -0.702 0.198 -0.6033
C 0.359 -0.918 -1.093 -0.9871
C -0.680 -0.441 -0.083 0.4089
N -0.251 -0.517 1.291 -0.8482
N -1.932 -1.171 -0.289 -0.8415
N -1.016 0.990 -0.357 -0.8037
H 1.595 -4.236 2.966 0.1952
H 0.075 -3.494 3.257 0.1858
H 1.349 -2.520 2.633 0.2140
H 0.031 -4.875 1.303 0.1407
H -0.494 -3.261 1.013 0.1382
H 3.385 -1.850 1.644 0.2032
H 2.587 -0.314 1.314 0.1811
H 4.875 -1.544 -0.248 0.2109
H 5.078 -0.357 0.958 0.1706
H 4.252 0.066 -0.533 0.1917
H -0.101 -1.335 -1.960 0.2138
H 0.865 -0.039 -1.448 0.2103
H -1.058 -0.431 1.882 0.3534
H 0.432 0.179 1.513 0.3651
H -2.208 -1.601 0.579 0.3468
H -1.713 -1.954 -0.877 0.3630
H -0.784 1.241 -1.296 0.3654
H -0.582 1.593 0.311 0.2254
C -4.591 0.119 2.321 -0.2282
Cl -6.278 0.392 2.787 0.0359
Cl -4.300 0.830 0.736 0.0936
Cl -3.528 0.866 3.518 0.0456
Cl -4.278 -1.615 2.261 0.0501
C -4.069 3.656 -2.311 -0.2258
Cl -5.737 3.936 -1.801 0.0485
Cl -3.815 4.401 -3.898 0.0408
Cl -2.960 4.360 -1.136 0.0633
Cl -3.767 1.922 -2.404 0.0854
C -5.232 -2.315 -3.025 -0.2265
Cl -6.777 -2.626 -3.837 0.0360
Cl -3.902 -2.904 -4.022 0.0641
Cl -5.016 -0.583 -2.770 0.0606
Cl -5.212 -3.132 -1.463 0.0547
C -0.225 3.858 2.210 -0.2438
Cl -1.121 3.998 3.729 0.0288
Cl -0.475 5.313 1.232 0.0314
Cl 1.504 3.683 2.541 0.0389
Cl -0.786 2.443 1.329 0.1636
C 0.294 -2.612 -5.378 -0.2253
Cl -1.245 -3.115 -6.112 0.0199
Cl 1.635 -3.234 -6.351 0.0472
Cl 0.357 -0.846 -5.343 0.0448
Cl 0.406 -3.209 -3.742 0.1260
C 5.348 -5.674 -0.175 -0.2298
Cl 3.735 -5.022 0.042 0.1549
Cl 6.508 -4.353 -0.378 0.0376
Cl 5.810 -6.638 1.244 0.0112
Cl 5.392 -6.710 -1.613 0.0247
C 1.715 6.467 5.915 -0.2270
Cl 2.165 8.092 6.446 0.0459
Cl 1.252 6.505 4.217 0.0700
Cl 3.090 5.380 6.123 0.0569
Cl 0.357 5.888 6.884 0.0520
C 0.906 5.405 -2.531 -0.2254
Cl 2.250 5.387 -3.676 0.0527
Cl 1.150 4.120 -1.348 0.0686
Cl 0.854 6.975 -1.714 0.0403
Cl -0.610 5.152 -3.399 0.0588
```

Properties
- HOMO: -5.19 eV
- Strongest force on any atom: 8.896 eV Å⁻¹
- LUMO level: 1.5 eV
- Charge: -1
- DFT total energy: -486942.2995 eV



# 3
DFT (ωB97M-V with the def2-TZVPD basis set) results for an isolated molecule of C3H4N2O.

Geometry as XYZ:
```
10
Properties=species:S:1:pos:R:3:nbo_charge:R:1
N 1.689 -0.168 0.208 -0.7929
C 0.501 0.441 0.238 0.3502
C -0.367 1.405 0.243 -0.1973
N -0.824 -0.017 0.589 -0.5019
C -1.433 -0.808 -0.392 0.5418
O -0.821 -1.470 -1.202 -0.5780
H 1.710 -1.120 -0.123 0.4220
H 2.547 0.356 0.238 0.4055
H -0.705 2.369 0.578 0.2348
H -2.530 -0.860 -0.287 0.1158
```

Properties
- HOMO: -8.16 eV
- Energy above the lowest of the compared OMol25 structures with the same formula, charge and spin: 364.62 kJ/mol
- Strongest force on any atom: 0.465 eV Å⁻¹
- LUMO level: 0.8 eV
- SMILES: NC1=CN1C=O
- Charge: 0
- DFT total energy: -8200.1064 eV



# 4
DFT (ωB97M-V with the def2-TZVPD basis set) results for a structure of composition C41H39FIN4O5PPd.

Geometry as XYZ:
```
93
Properties=species:S:1:pos:R:3:lowdin_charge:R:1
Pd 0.069 -0.092 0.179 0.5748
I -0.533 2.469 1.153 1.1804
C -1.230 2.421 3.212 -0.5132
C -1.090 3.642 3.826 -0.1550
C -1.615 3.871 5.099 -0.0510
C -2.320 2.879 5.713 -0.0088
C -2.458 1.611 5.112 -0.1449
C -3.215 0.637 5.795 0.0006
C -3.346 -0.628 5.300 -0.0316
C -2.681 -0.956 4.119 -0.0859
C -1.956 -0.037 3.384 -0.2588
P -1.221 -0.885 1.913 1.0284
C -2.741 -1.411 1.049 -0.3484
C -3.432 -2.595 1.292 -0.0867
C -4.614 -2.852 0.619 -0.0574
C -5.115 -1.937 -0.293 -0.0604
C -4.415 -0.771 -0.562 -0.0620
C -3.229 -0.514 0.098 -0.1064
C -0.436 -2.367 2.592 -0.3481
C 0.227 -2.346 3.816 -0.0673
C 0.937 -3.457 4.234 -0.0511
C 1.025 -4.577 3.423 -0.0474
C 0.382 -4.595 2.194 -0.0554
C -0.345 -3.497 1.778 -0.1075
C -1.855 1.313 3.837 -0.1815
H -0.590 4.443 3.307 0.0887
H -1.489 4.834 5.561 0.1178
H -2.783 3.049 6.672 0.1246
H -3.690 0.913 6.724 0.1255
H -3.934 -1.377 5.808 0.1201
H -2.733 -1.976 3.767 0.0990
H -3.052 -3.324 1.994 0.1055
H -5.147 -3.770 0.816 0.1130
H -6.043 -2.143 -0.804 0.1106
H -4.795 -0.060 -1.281 0.1083
H -2.670 0.392 -0.126 0.0602
H 0.179 -1.467 4.443 0.1146
H 1.428 -3.441 5.195 0.1153
H 1.604 -5.429 3.744 0.1150
H 0.446 -5.466 1.557 0.1115
H -0.862 -3.512 0.828 0.0942
F -3.480 2.381 -5.170 0.0567
C -2.127 2.331 -5.156 -0.1833
C -1.536 1.754 -4.068 0.0876
C -0.147 1.717 -3.936 -0.0492
C 0.428 1.120 -2.734 -0.3052
O -0.342 0.655 -1.873 -0.1159
C 1.858 1.125 -2.701 -0.0109
C 2.565 1.682 -3.725 0.0512
N 2.010 2.261 -4.815 0.0045
C 2.849 2.840 -5.829 -0.2589
C 3.998 3.708 -5.421 -0.0701
C 2.796 4.324 -6.063 -0.0965
C 0.644 2.271 -4.957 -0.1169
C 0.015 2.796 -6.095 0.0633
C -1.368 2.857 -6.221 -0.1358
N -1.944 3.354 -7.389 -0.0979
C -3.367 3.192 -7.643 -0.1286
C -3.660 3.546 -9.108 -0.0829
N -2.450 3.225 -9.908 0.0590
C -1.322 4.151 -9.583 -0.0706
C -1.403 4.499 -8.085 -0.1210
C 2.669 0.452 -1.557 -0.6497
O 3.765 0.025 -1.873 0.0426
O 2.132 0.424 -0.420 -0.1308
H -2.151 1.329 -3.291 0.1357
H 3.647 1.659 -3.678 0.1526
H 2.971 2.189 -6.689 0.1578
H 4.916 3.647 -5.980 0.1139
H 4.141 3.884 -4.367 0.1136
H 2.878 4.685 -7.077 0.1046
H 2.146 4.913 -5.434 0.1139
H 0.636 3.152 -6.900 0.1027
H -3.997 3.818 -6.998 0.1421
H -3.623 2.146 -7.458 0.1375
H -3.887 4.605 -9.238 0.1412
H -4.511 2.967 -9.474 0.1454
H -2.650 3.241 -10.913 0.1946
H -2.169 2.270 -9.654 0.1925
H -1.398 5.054 -10.191 0.1421
H -0.382 3.648 -9.821 0.1397
H -2.050 5.373 -7.937 0.1389
H -0.416 4.760 -7.707 0.1274
N 2.273 -4.120 -1.948 0.0203
C 0.829 -3.965 -2.026 -0.1330
C 0.466 -2.714 -1.233 -0.5445
O 1.417 -2.303 -0.420 0.0749
O -0.605 -2.149 -1.272 0.0647
H 2.565 -5.087 -1.956 0.0967
H 2.230 -2.848 -0.592 0.1294
H 2.750 -3.646 -2.707 0.1051
H 0.331 -4.802 -1.524 0.1370
H 0.412 -3.904 -3.038 0.1334
```

Properties
- HOMO (spin up / spin down): -12.13 / -12.13 eV
- Strongest force on any atom: 2.496 eV Å⁻¹
- LUMO level (spin up / spin down): -5.8 / -5.8 eV
- Charge: +2
- DFT total energy: -82920.9712 eV



# 5
DFT (ωB97M-V with the def2-TZVPD basis set) results for a cluster of 2 separate species, C5H10N in total.

Geometry as XYZ:
```
16
Properties=species:S:1:pos:R:3:nbo_charge:R:1
C -0.276 -1.065 -2.722 0.1113
C -1.788 0.640 -1.366 -0.2255
C -0.417 0.660 -0.882 0.1038
C 0.640 1.277 -0.361 -0.2816
C 2.052 -0.129 2.041 -0.8568
N -0.774 -0.141 -2.028 -0.2507
H 0.704 -1.503 -2.360 0.2437
H -0.913 -1.533 -3.486 0.2372
H -2.627 0.018 -1.075 0.2640
H -2.365 1.455 -1.942 0.2755
H 2.239 0.008 3.141 0.2430
H 0.503 1.935 0.529 0.2686
H 1.655 0.961 -0.598 0.2470
H 0.984 -0.437 1.892 0.2055
H 2.711 -0.921 1.601 0.2223
H 2.323 0.737 1.514 0.1926
```

Properties
- HOMO: -15.15 eV
- Energy above the lowest of the compared OMol25 structures with the same formula, charge and spin: 377.05 kJ/mol
- Strongest force on any atom: 3.808 eV Å⁻¹
- LUMO level: -5.4 eV
- Charge: +1
- DFT total energy: -6826.2941 eV